Record 1
ORCA calculation (ωB97M-V/def2-TZVPD) on a molecular structure, C30H42BrClN2OsP2 at a distorted geometry.

2S+1: 5
⟨S²⟩: 6.056
Molar mass: 798.22 g mol⁻¹
Total charge: +4

Cartesian coordinates (Å):
C 2.231367 -0.491334 -8.270518
C 2.451510 0.769462 -7.639628
C 3.326847 1.629159 -8.337508
C 3.847660 1.269181 -9.598641
N 3.571178 0.099418 -10.174961
C 2.797441 -0.772344 -9.534543
C 1.879896 1.178469 -6.357157
C 1.203957 1.179377 -5.296722
C 0.666444 0.537432 -4.133715
C -0.452642 -0.285032 -4.038758
C -0.638601 -1.079458 -2.885817
C 0.202765 -0.953811 -1.794779
C 1.232498 0.032095 -1.840104
C 1.638182 0.592189 -3.077954
Os 1.262175 2.537343 -2.534117
P -0.631674 2.290932 -1.235036
H 3.619740 2.576688 -7.889764
H 1.646173 -1.267689 -7.776880
H 4.503022 1.962740 -10.138626
H 2.614955 -1.732559 -10.027656
H 2.685267 0.685241 -3.390870
H -1.100130 -0.374332 -4.916418
H 2.002723 -0.004511 -1.081052
H -1.442111 -1.806051 -2.864339
C -0.894347 2.579083 0.583966
C -1.719837 3.792224 0.992399
H 0.088359 2.601892 1.047565
H -1.368032 1.650458 0.941668
H -1.834828 3.771515 2.083208
H -1.251054 4.746760 0.737312
H -2.722049 3.762165 0.546196
C -0.772600 3.793955 -2.321243
C -1.416303 3.535874 -3.684910
H 0.283977 4.223038 -2.502612
H -1.272668 4.520332 -1.684418
H -1.221430 4.385151 -4.360218
H -0.970003 2.635421 -4.153113
H -2.501725 3.416343 -3.577358
C -2.154580 1.323136 -1.579967
C -3.506208 1.998428 -1.333859
H -2.046531 0.424573 -0.958622
H -2.057505 0.992191 -2.616868
H -4.275394 1.416519 -1.869848
H -3.773744 1.990332 -0.269887
H -3.536467 3.025421 -1.723383
Br -0.315727 -1.745447 -0.183179
P 2.407203 3.370550 -0.658777
C 1.476408 4.947849 -0.156240
C 1.910111 5.939089 0.939133
H 0.503501 4.526148 0.155675
H 1.331809 5.491856 -1.097432
H 1.073714 6.648147 1.077815
H 2.099589 5.465051 1.905254
H 2.782220 6.516304 0.626507
C 2.550878 2.280008 0.904283
C 3.867758 1.992378 1.656134
H 2.163479 1.327258 0.473635
H 1.812405 2.669675 1.632191
H 3.664322 1.167526 2.359970
H 4.657977 1.633597 0.974409
H 4.188939 2.876645 2.227700
C 3.389489 2.998124 -2.251172
C 4.419394 4.085755 -2.684407
H 2.721461 3.054529 -3.183748
H 3.904533 2.035909 -2.117441
H 4.880079 3.684976 -3.604103
H 3.895826 5.030164 -2.926098
H 5.196097 4.233753 -1.930644
Cl 3.970093 -4.861672 0.040471
C 3.490173 -3.364339 0.705020
C 3.306050 -3.210967 2.083971
C 2.818769 -2.014262 2.576940
C 2.580599 -0.990336 1.670770
N 2.880189 -1.123571 0.385259
C 3.203428 -2.284417 -0.153930
H 3.582310 -4.021154 2.742888
H 2.569014 -1.821104 3.616232
H 2.138858 -0.037257 1.990835
H 3.239356 -2.422817 -1.235759

Atoms 1-2, force components in eV/Å:
C 0.1697 0.7327 0.1654
C 0.8238 0.1985 -1.0030

---

Record 2
ORCA calculation (ωB97M-V/def2-TZVPD) on 2 unconnected molecules or ions with the total composition C4H12N4S at a distorted geometry.

Molar mass: 148.24 g mol⁻¹
Total charge: +2

Cartesian coordinates (Å):
C -1.907225 2.669664 -2.203207
C -0.414632 -0.455137 0.206485
C 0.568180 1.917706 0.238235
C 1.806898 -3.100222 1.058551
N 0.672202 -1.132017 0.447391
N -0.475902 0.911140 0.005098
N -1.643127 1.424964 -0.555764
N 0.676616 -2.456626 0.533377
S -2.692115 3.962357 -1.947417
H -1.281415 2.018787 -2.902374
H -1.228705 -1.151793 0.136035
H 1.532813 1.386334 0.476592
H 0.539462 2.555131 -0.572313
H 0.533247 2.537907 1.136325
H 2.236482 -2.590887 1.835329
H 1.569859 -4.106731 1.393405
H 2.553331 -3.400581 0.230392
H 1.566588 -0.583734 0.530991
H -2.108084 1.808534 0.341132
H -2.306876 0.738022 -0.929387
H -0.197596 -2.952819 0.541124

Atoms 1-2, force components in eV/Å:
C 0.5208 0.8479 -0.6075
C 1.4846 0.5380 -0.0009

---

Taking the records one at a time from the top gives relative energy (zero: lowest compared OMol25 entry of this formula, charge and spin) values of 0.0; 114.4 kcal/mol.